This record from the Open Molecules 2025 dataset describes a single C21H26O molecule at a distorted geometry. The level of theory is wB97M-V/def2-TZVPD.

Each atom is followed by the atoms it is bonded to, with distances in Å.
Geometry (Å):
1 O 1.10065 2.84347 0.07777  C3 1.322, H23 0.994
2 C -0.06174 0.86043 -0.17387  C3 1.407, C8 1.486, C9 1.550
3 C 0.17392 2.18200 -0.59426  O1 1.322, C2 1.407, C16 1.524
4 C -0.96414 -1.35920 -3.28846  C10 1.393, C12 1.442, H24 1.084
5 C -2.56007 -1.73494 -1.53198  C10 1.356, C13 1.422, H25 1.118
6 C 0.98912 0.47554 3.48850  C11 1.342, C14 1.366, H26 1.132
7 C 2.76009 -0.49571 2.16645  C11 1.430, C15 1.443, H27 1.041
8 C -0.74474 -0.10009 -1.07962  C2 1.486, C12 1.493, C13 1.459
9 C 0.67608 0.36544 1.09629  C2 1.550, C14 1.455, C15 1.469
10 C -2.13641 -1.93491 -2.80407  C4 1.393, C5 1.356, C17 1.526
11 C 2.20878 -0.07996 3.41889  C6 1.342, C7 1.430, C18 1.588
12 C -0.34368 -0.32259 -2.50079  C4 1.442, C8 1.493, C19 1.617
13 C -1.84598 -0.93012 -0.60180  C5 1.422, C8 1.459, C20 1.537
14 C 0.23622 0.82759 2.40420  C6 1.366, C9 1.455, C21 1.552
15 C 1.94375 -0.36881 0.98364  C7 1.443, C9 1.469, C22 1.513
16 C -0.61496 3.01100 -1.60042  C3 1.524, H28 1.050, H29 1.103, H30 1.140
17 C -2.94267 -3.03936 -3.48232  C10 1.526, H31 1.081, H32 1.069, H33 1.171
18 C 2.99744 -0.32418 4.77505  C11 1.588, H34 1.175, H35 1.088, H36 1.115
19 C 0.88264 0.34840 -3.31393  C12 1.617, H37 1.133, H38 1.068, H39 1.039
20 C -2.43409 -0.79352 0.81131  C13 1.537, H40 1.109, H41 1.066, H42 1.122
21 C -0.91576 1.83343 2.66887  C14 1.552, H43 1.121, H44 1.192, H45 1.058
22 C 2.39969 -0.81692 -0.38756  C15 1.513, H46 1.119, H47 1.054, H48 1.104
23 H 1.42171 2.24001 0.79884  O1 0.994
24 H -0.75886 -1.51056 -4.34237  C4 1.084
25 H -3.41648 -2.34101 -1.14536  C5 1.118
26 H 0.63334 0.68040 4.54317  C6 1.132
27 H 3.65353 -1.02841 2.13413  C7 1.041
28 H 0.11278 3.47708 -2.19670  C16 1.050
29 H -1.19598 3.75925 -1.03607  C16 1.103
30 H -1.33917 2.38374 -2.21836  C16 1.140
31 H -3.88635 -2.71225 -3.89708  C17 1.081
32 H -3.07385 -3.89782 -2.85902  C17 1.069
33 H -2.30512 -3.41893 -4.38826  C17 1.171
34 H 2.17870 -0.85147 5.43168  C18 1.175
35 H 3.15170 0.64149 5.25092  C18 1.088
36 H 3.89322 -0.94615 4.54071  C18 1.115
37 H 1.35216 1.29858 -2.91327  C19 1.133
38 H 0.41762 0.61168 -4.23915  C19 1.068
39 H 1.62647 -0.32724 -3.57909  C19 1.039
40 H -1.58294 -0.33913 1.35889  C20 1.109
41 H -2.72650 -1.65425 1.36739  C20 1.066
42 H -3.17924 0.04535 0.80706  C20 1.122
43 H -1.64174 1.28551 3.32415  C21 1.121
44 H -0.44217 2.76016 3.24907  C21 1.192
45 H -1.43972 2.09564 1.78803  C21 1.058
46 H 3.50564 -0.96136 -0.47537  C22 1.119
47 H 1.95295 -1.72050 -0.69632  C22 1.054
48 H 2.28416 -0.01676 -1.13949  C22 1.104

The value obtained for the HOMO-LUMO gap is 8.3 eV. The net charge is 0. The total energy is -24244.018 eV. The energy above the lowest of the compared OMol25 structures with the same formula, charge and spin is 9.3 kcal/mol. The value obtained for the maximum force is 0.0784 hartree/bohr. As for the HOMO energy: -7.50 eV.